Arrangement one

{"formula": "C4H7N2O3", "method": "the ωB97M-V functional and the def2-TZVPD basis", "homo_energy_ev": -14.83, "charge": 1, "lumo_ev": -6.17, "orbital_gap_ev": 8.66, "elements": ["C", "C", "C", "C", "N", "N", "O", "O", "O", "H", "H", "H", "H", "H", "H", "H"], "coordinates": [[1.50, -1.40, 0.01], [2.86, -1.19, -0.12], [-0.95, 1.37, -0.10], [-0.55, 0.07, 0.57], [0.81, -0.31, 0.20], [3.16, 0.11, 0.03], [4.23, 0.64, 0.00], [2.08, 0.87, 0.24], [-1.28, -1.03, 0.22], [1.00, -2.36, -0.03], [3.63, -1.92, -0.30], [-1.04, 1.24, -1.18], [-1.90, 1.70, 0.29], [-0.21, 2.14, 0.10], [-0.56, 0.17, 1.67], [-1.76, -0.90, -0.62]], "mulliken_charge": [0.180, -0.631, -1.317, 0.306, 0.185, 0.828, -0.525, -0.309, -0.508, 0.501, 0.446, 0.409, 0.386, 0.395, 0.283, 0.370]}

---

Arrangement two

{"formula": "C4H7N2O3", "method": "the ωB97M-V functional and the def2-TZVPD basis", "smiles": "C/C=C/O/N=C/[N+](=O)O", "homo_energy_ev": [-13.66, -13.66], "charge": 1, "lumo_ev": [-6.98, -6.98], "orbital_gap_ev": [6.67, 6.68], "elements": ["C", "C", "C", "O", "N", "C", "N", "O", "O", "H", "H", "H", "H", "H", "H", "H"], "coordinates": [[2.11, 0.25, -0.07], [0.70, 0.26, -0.20], [0.04, -0.88, 0.21], [-1.36, -1.28, 0.09], [-2.54, -0.79, 0.03], [-3.10, 0.38, 0.13], [-4.50, 0.37, -0.07], [-5.23, 1.27, -0.01], [-5.02, -0.90, -0.20], [2.36, 0.71, 0.92], [2.56, 0.97, -0.92], [2.50, -0.73, -0.12], [0.35, 1.01, -0.73], [0.56, -1.85, 0.37], [-2.67, 1.44, 0.26], [-4.17, -1.51, -0.37]], "mulliken_charge": [-1.062, 0.033, -0.292, -0.059, -0.279, 0.008, 0.824, -0.381, -0.368, 0.274, 0.309, 0.376, 0.493, 0.284, 0.357, 0.481]}

---

Most stable of them? arrangement one.

---

Arrangement one

{"formula": "C55H48BrN6O2P2Pt", "method": "the ωB97M-V functional and the def2-TZVPD basis", "homo_energy_ev": -14.13, "charge": 3, "lumo_ev": -7.90, "orbital_gap_ev": 6.24, "elements": ["Pt", "C", "N", "C", "C", "N", "C", "C", "C", "C", "C", "C", "N", "C", "N", "C", "C", "C", "C", "C", "C", "N", "H", "H", "H", "H", "H", "H", "H", "H", "H", "H", "H", "H", "H", "H", "H", "C", "N", "C", "P", "C", "C", "C", "C", "C", "C", "C", "C", "C", "C", "C", "C", "C", "C", "C", "C", "C", "C", "P", "C", "C", "C", "C", "C", "C", "C", "C", "C", "C", "C", "C", "H", "H", "H", "H", "H", "H", "H", "H", "H", "H", "H", "H", "H", "H", "H", "H", "H", "H", "H", "H", "H", "H", "H", "H", "H", "H", "H", "H", "H", "Br", "C", "C", "C", "C", "C", "C", "C", "O", "O", "H", "H", "H", "H"], "coordinates": [[-0.44, 0.13, 2.15], [-3.13, -0.07, 3.29], [-2.45, 0.68, 2.21], [-2.66, 2.16, 2.29], [-1.33, 2.83, 2.22], [-0.24, 2.11, 2.04], [0.84, 2.99, 2.08], [2.20, 2.74, 1.99], [3.03, 3.85, 2.05], [2.52, 5.15, 2.20], [1.17, 5.39, 2.32], [0.34, 4.27, 2.26], [-1.05, 4.13, 2.34], [-2.54, 0.29, 4.62], [-1.57, 1.15, 4.77], [-1.34, 1.19, 6.14], [-0.41, 1.93, 6.87], [-0.40, 1.76, 8.24], [-1.29, 0.88, 8.88], [-2.21, 0.14, 8.17], [-2.21, 0.32, 6.79], [-2.98, -0.25, 5.78], [-3.01, -1.13, 3.07], [-4.20, 0.17, 3.29], [-2.84, 0.35, 1.33], [-3.14, 2.40, 3.24], [-3.31, 2.49, 1.49], [2.59, 1.73, 1.92], [4.11, 3.71, 1.99], [3.21, 5.98, 2.25], [0.78, 6.39, 2.47], [-1.71, 4.87, 2.52], [0.28, 2.61, 6.37], [0.31, 2.32, 8.84], [-1.24, 0.79, 9.96], [-2.89, -0.53, 8.67], [-3.72, -0.92, 5.90], [-0.87, -0.03, -4.85], [0.21, -0.98, -4.93], [0.07, -2.07, -4.01], [0.28, -1.26, -2.37], [-0.34, -2.29, -1.06], [-1.68, -2.36, -0.66], [-2.09, -3.41, 0.14], [-1.19, -4.39, 0.54], [0.14, -4.31, 0.16], [0.58, -3.25, -0.63], [1.98, -0.78, -2.14], [2.40, -0.19, -0.95], [3.74, 0.10, -0.78], [4.66, -0.19, -1.78], [4.24, -0.77, -2.97], [2.90, -1.06, -3.15], [0.90, -1.16, -6.17], [0.89, -2.39, -6.82], [1.60, -2.55, -8.00], [2.30, -1.48, -8.55], [2.29, -0.25, -7.90], [1.61, -0.09, -6.71], [-0.99, 0.47, -3.08], [-2.68, 0.38, -2.51], [-3.12, 1.31, -1.57], [-4.42, 1.25, -1.10], [-5.28, 0.25, -1.56], [-4.84, -0.67, -2.50], [-3.54, -0.61, -2.98], [-0.35, 2.12, -2.87], [-0.78, 3.05, -3.83], [-0.34, 4.36, -3.76], [0.54, 4.74, -2.76], [0.96, 3.82, -1.80], [0.50, 2.51, -1.84], [-1.85, -0.41, -5.17], [-0.64, 0.85, -5.43], [0.85, -2.82, -4.14], [-0.89, -2.59, -4.01], [-2.40, -1.63, -1.00], [-3.13, -3.48, 0.44], [-1.52, -5.21, 1.15], [0.85, -5.07, 0.48], [1.62, -3.20, -0.92], [1.73, 0.07, -0.13], [4.08, 0.55, 0.14], [5.71, 0.03, -1.63], [4.95, -1.00, -3.75], [2.59, -1.50, -4.10], [0.32, -3.22, -6.42], [1.60, -3.51, -8.50], [2.84, -1.60, -9.47], [2.84, 0.58, -8.32], [1.63, 0.86, -6.19], [-2.46, 2.10, -1.24], [-4.79, 1.99, -0.40], [-6.30, 0.22, -1.21], [-5.52, -1.43, -2.87], [-3.22, -1.34, -3.71], [-1.47, 2.76, -4.62], [-0.66, 5.07, -4.50], [0.91, 5.75, -2.73], [1.66, 4.12, -1.03], [0.82, 1.81, -1.08], [-0.50, -4.19, 4.43], [1.23, -4.11, 3.66], [2.07, -5.18, 3.91], [3.36, -5.18, 3.41], [3.84, -4.10, 2.68], [3.00, -3.02, 2.44], [1.69, -3.02, 2.91], [0.87, -1.86, 2.56], [1.41, -0.73, 2.27], [-0.40, -1.87, 2.48], [1.71, -6.01, 4.50], [4.01, -6.03, 3.61], [4.85, -4.10, 2.30], [3.36, -2.17, 1.88]], "mulliken_charge": [0.784, -1.240, -0.064, -0.712, -0.137, 0.838, -0.114, -0.246, -0.778, -0.663, -1.222, 0.567, 0.099, 0.286, 0.263, 0.031, -0.661, -0.708, -0.428, -1.170, 0.891, -0.047, 0.418, 0.634, -0.017, 0.450, 0.545, 0.495, 0.487, 0.463, 0.499, 0.228, 0.501, 0.423, 0.407, 0.421, 0.224, -1.456, 0.719, -1.833, 1.998, 1.316, 0.091, -0.874, -0.710, -0.755, -0.994, 0.829, -0.034, -1.175, -0.990, -0.893, -0.984, 0.213, -0.194, -0.819, -0.506, -0.919, -0.194, 2.228, 0.398, -0.751, -0.723, -0.740, -0.972, -0.245, 0.080, -0.914, -1.009, -0.695, -1.027, 0.789, 0.291, 0.818, 0.902, 0.300, 0.037, 0.543, 0.484, 0.463, 0.454, 0.372, 0.596, 0.466, 0.510, 0.329, 0.457, 0.423, 0.430, 0.420, 0.441, 0.553, 0.568, 0.481, 0.502, 0.289, 0.555, 0.484, 0.471, 0.554, 0.447, -0.127, 0.271, -0.529, -0.619, -0.810, -0.506, 0.274, 0.463, -0.527, -0.410, 0.490, 0.443, 0.449, 0.494]}

---

Arrangement two

{"formula": "C55H48BrN6O2P2Pt", "method": "the ωB97M-V functional and the def2-TZVPD basis", "homo_energy_ev": -14.49, "charge": 3, "lumo_ev": -9.63, "orbital_gap_ev": 4.86, "elements": ["Pt", "C", "N", "C", "C", "N", "C", "C", "C", "C", "C", "C", "N", "C", "N", "C", "C", "C", "C", "C", "C", "N", "H", "H", "H", "H", "H", "H", "H", "H", "H", "H", "H", "H", "H", "H", "H", "C", "N", "C", "P", "C", "C", "C", "C", "C", "C", "C", "C", "C", "C", "C", "C", "C", "C", "C", "C", "C", "C", "P", "C", "C", "C", "C", "C", "C", "C", "C", "C", "C", "C", "C", "H", "H", "H", "H", "H", "H", "H", "H", "H", "H", "H", "H", "H", "H", "H", "H", "H", "H", "H", "H", "H", "H", "H", "H", "H", "H", "H", "H", "H", "Br", "C", "C", "C", "C", "C", "C", "C", "O", "O", "H", "H", "H", "H"], "coordinates": [[0.00, -0.15, 0.93], [-1.83, -0.96, 3.63], [-0.75, -1.65, 2.93], [0.46, -1.93, 3.71], [1.57, -0.97, 3.37], [1.55, -0.14, 2.35], [2.80, 0.51, 2.33], [3.33, 1.50, 1.50], [4.60, 1.95, 1.80], [5.34, 1.44, 2.88], [4.82, 0.47, 3.71], [3.54, 0.03, 3.41], [2.73, -0.91, 4.03], [-1.60, 0.52, 3.51], [-0.78, 1.03, 2.61], [-0.57, 2.36, 2.99], [0.40, 3.29, 2.60], [0.44, 4.49, 3.28], [-0.45, 4.78, 4.32], [-1.38, 3.85, 4.76], [-1.39, 2.63, 4.09], [-2.03, 1.44, 4.38], [-2.79, -1.25, 3.19], [-1.88, -1.23, 4.69], [-1.11, -2.52, 2.55], [0.26, -1.90, 4.78], [0.80, -2.94, 3.47], [2.78, 1.89, 0.66], [5.05, 2.71, 1.18], [6.33, 1.82, 3.07], [5.38, 0.09, 4.55], [2.97, -1.45, 4.86], [1.11, 3.07, 1.81], [1.18, 5.22, 3.01], [-0.39, 5.73, 4.82], [-2.02, 4.05, 5.60], [-2.62, 1.26, 5.18], [-2.39, -1.19, -1.60], [-1.94, -0.28, -2.61], [-1.50, 1.03, -2.23], [-1.17, 1.37, -0.44], [-2.84, 1.66, 0.21], [-3.58, 2.74, -0.28], [-4.91, 2.90, 0.09], [-5.51, 1.98, 0.94], [-4.79, 0.89, 1.40], [-3.47, 0.73, 1.03], [-0.30, 2.94, -0.58], [-0.81, 4.09, 0.04], [-0.22, 5.32, -0.19], [0.90, 5.42, -1.00], [1.43, 4.28, -1.60], [0.83, 3.05, -1.40], [-2.16, -0.55, -3.99], [-3.19, -1.40, -4.39], [-3.38, -1.68, -5.73], [-2.57, -1.09, -6.70], [-1.57, -0.21, -6.30], [-1.36, 0.06, -4.96], [-0.90, -1.74, -0.65], [0.17, -2.37, -1.96], [0.23, -3.75, -2.18], [0.93, -4.25, -3.27], [1.58, -3.39, -4.14], [1.52, -2.02, -3.92], [0.81, -1.51, -2.85], [-1.35, -3.13, 0.39], [-0.35, -3.98, 0.88], [-0.71, -5.07, 1.66], [-2.05, -5.31, 1.96], [-3.04, -4.47, 1.48], [-2.69, -3.37, 0.69], [-2.78, -2.10, -2.05], [-3.17, -0.79, -0.95], [-2.26, 1.81, -2.41], [-0.61, 1.34, -2.77], [-3.14, 3.45, -0.97], [-5.47, 3.74, -0.29], [-6.55, 2.11, 1.22], [-5.27, 0.15, 2.03], [-2.93, -0.15, 1.36], [-1.67, 4.03, 0.69], [-0.63, 6.20, 0.28], [1.36, 6.38, -1.17], [2.30, 4.35, -2.24], [1.26, 2.17, -1.87], [-3.87, -1.84, -3.67], [-4.18, -2.35, -6.03], [-2.73, -1.29, -7.74], [-0.95, 0.27, -7.04], [-0.57, 0.74, -4.69], [-0.29, -4.45, -1.55], [0.95, -5.31, -3.45], [2.13, -3.78, -4.98], [2.02, -1.34, -4.60], [0.79, -0.45, -2.70], [0.69, -3.78, 0.65], [0.06, -5.74, 2.03], [-2.32, -6.16, 2.57], [-4.07, -4.67, 1.70], [-3.48, -2.73, 0.31], [3.86, -3.75, -0.09], [4.31, -2.21, -1.09], [5.50, -2.28, -1.79], [5.94, -1.21, -2.55], [5.19, -0.04, -2.62], [4.00, 0.03, -1.92], [3.54, -1.04, -1.14], [2.25, -0.87, -0.46], [1.60, 0.23, -0.63], [1.75, -1.75, 0.27], [6.09, -3.19, -1.74], [6.87, -1.29, -3.10], [5.53, 0.79, -3.21], [3.41, 0.94, -1.95]], "mulliken_charge": [3.080, -1.575, -0.232, -1.438, -0.059, 1.066, -0.507, 0.076, -1.236, -0.808, -1.001, 1.109, -0.064, 0.123, 0.419, 0.159, 0.174, -1.323, -0.845, -1.217, 0.637, -0.065, 0.330, 0.818, -0.355, 0.602, 0.626, 0.259, 0.551, 0.478, 0.523, 0.304, 0.339, 0.560, 0.479, 0.509, 0.290, -1.477, 0.650, -1.006, 0.709, 1.244, -0.947, -0.983, -1.042, -0.651, -0.054, 1.233, -0.584, -1.055, -0.890, -0.926, -0.166, 1.004, -0.500, -0.910, -0.651, -0.907, -0.140, 1.949, 0.897, -0.481, -0.994, -0.945, -0.616, 0.149, -0.056, -0.145, -0.712, -0.836, -0.911, -0.948, 1.141, 0.028, 1.041, 0.801, 0.591, 0.529, 0.489, 0.543, -0.434, 0.498, 0.517, 0.465, 0.564, -0.199, 0.547, 0.448, 0.445, 0.431, 0.380, 0.492, 0.514, 0.525, 0.578, -0.209, 0.592, 0.554, 0.472, 0.522, 0.419, -0.107, 0.213, -0.599, -0.812, -0.944, -0.382, -0.061, 0.256, -0.336, -0.314, 0.524, 0.457, 0.509, 0.224]}

---

Most stable of them? arrangement one.